(1)
13
Properties=species:S:1:pos:R:3 method="wB97M-V/def2-TZVPD" total_charge=-1 e_homo_ha=-0.07512 e_above_lowest_kj_mol=152.1 homo_lumo_gap_ha=0.2341
C 1.907 1.195 -0.838
O 0.890 1.661 0.092
H 1.461 0.768 -1.716
H 2.495 2.061 -1.113
H 2.630 0.543 -0.331
C -2.206 -0.352 0.870
C -1.277 -1.304 0.335
N 0.070 -1.269 0.344
H -1.834 0.492 1.394
H -3.212 -0.278 0.516
H -1.700 -2.129 -0.253
H 0.554 -2.132 0.259
H 0.222 0.744 0.444

---

(2)
6
Properties=species:S:1:pos:R:3 method="wB97M-V/def2-TZVPD" total_charge=-1 e_homo_ha=-0.17644 e_above_lowest_kj_mol=203.6 homo_lumo_gap_ha=0.3007
O -0.529 -0.555 -2.389
O -0.038 -0.555 2.035
O -1.271 0.944 0.232
P -0.103 0.157 0.730
Cl 1.638 1.299 0.564
Br 0.303 -1.291 -1.172

---

(3)
29
Properties=species:S:1:pos:R:3 method="wB97M-V/def2-TZVPD" e_homo_ha=-0.30473 e_above_lowest_kj_mol=233.4 smiles="NPc1ccccc1.C1=CCCC1" homo_lumo_gap_ha=0.3382
N 2.701 -3.037 -0.094
P 1.973 -2.006 0.932
C 2.535 -0.374 0.205
C 3.292 -0.351 -0.969
C 3.709 0.790 -1.535
C 3.274 1.981 -0.963
C 2.420 2.029 0.128
C 2.057 0.816 0.677
H 3.062 -3.864 0.293
H 2.689 -3.014 -1.107
H 0.511 -1.931 0.698
H 3.443 -1.279 -1.565
H 4.273 0.867 -2.508
H 3.759 2.825 -1.316
H 2.529 2.961 0.784
H 1.629 0.827 1.655
C -2.508 1.345 -0.530
C -2.010 0.690 0.476
C -3.050 -0.400 0.944
C -4.015 -0.460 -0.259
C -3.905 0.939 -0.873
H -1.930 2.076 -0.980
H -1.027 0.757 0.960
H -3.532 -0.126 1.824
H -2.511 -1.369 1.135
H -5.006 -0.898 0.252
H -3.855 -1.249 -0.901
H -3.892 0.721 -1.991
H -4.661 1.762 -0.615

---

(4)
96
Properties=species:S:1:pos:R:3 method="wB97M-V/def2-TZVPD" total_charge=-1 e_homo_ha=-0.18961 homo_lumo_gap_ha=0.2709
N -1.614 -0.840 1.032
O -0.514 -0.309 0.946
O -2.411 -0.788 0.107
O -1.898 -1.485 2.026
C 2.781 0.606 -0.688
C 3.029 1.737 -1.355
C 2.408 2.892 -0.938
C 1.574 2.932 0.134
C 1.276 1.790 0.804
C 1.798 0.600 0.292
O 1.383 -0.608 0.862
O 2.704 4.103 -1.632
H 3.238 -0.367 -0.784
H 3.736 1.713 -2.171
H 1.113 3.842 0.489
H 0.622 1.857 1.660
H 0.463 -0.543 1.131
H 2.499 4.836 -1.046
C 1.433 -0.813 3.783
C 0.116 -1.043 3.352
C -0.907 -0.541 4.207
C -0.687 0.075 5.426
C 0.661 0.285 5.794
C 1.701 -0.153 4.953
O 3.023 0.091 5.296
O -2.214 -0.424 3.761
H 2.199 -1.006 3.046
H -0.127 -1.440 2.377
H -1.568 0.551 5.831
H 0.879 0.870 6.676
H 3.646 -0.482 4.842
H -2.230 -0.744 2.856
C -5.199 -1.213 -3.363
C -5.303 -1.174 -1.991
C -4.215 -1.395 -1.173
C -3.003 -1.711 -1.738
C -2.875 -1.777 -3.112
C -4.002 -1.489 -3.880
O -3.926 -1.583 -5.249
O -4.297 -1.242 0.204
H -6.083 -1.188 -3.982
H -6.321 -1.062 -1.648
H -2.184 -1.898 -1.059
H -1.967 -2.063 -3.622
H -4.750 -1.178 -5.529
H -3.453 -1.347 0.649
C 1.489 -3.469 4.338
O 0.870 -3.445 3.051
P 1.602 -4.246 1.839
O 1.657 -5.720 1.943
O 0.842 -3.689 0.522
C 0.873 -2.318 0.134
O 3.056 -3.488 1.710
C 4.197 -3.838 2.464
H 1.045 -2.620 4.857
H 2.554 -3.270 4.213
H 1.157 -4.415 4.764
H 1.283 -2.216 -0.871
H 1.469 -1.690 0.796
H -0.095 -1.840 0.284
H 5.033 -4.102 1.818
H 4.127 -4.542 3.293
H 4.651 -2.995 2.985
C -1.045 5.620 0.831
O -0.814 4.637 -0.133
P -2.023 3.820 -0.940
O -3.117 4.672 -1.451
O -1.217 2.816 -1.995
C -0.581 3.280 -3.143
O -2.590 2.729 0.070
C -1.756 1.678 0.585
H -0.652 5.471 1.836
H -2.130 5.712 0.887
H -0.638 6.568 0.481
H -0.666 2.557 -3.955
H 0.474 3.295 -2.870
H -0.916 4.249 -3.514
H -1.043 1.174 -0.068
H -2.418 0.817 0.682
H -1.260 1.830 1.543
C -0.834 0.085 -1.400
O -0.231 -0.198 -2.646
C 0.538 0.859 -3.054
C 1.302 0.365 -4.248
O 2.216 -0.646 -3.827
C 2.952 -1.149 -4.955
H -0.742 1.104 -1.024
H -0.426 -0.566 -0.627
H -1.894 -0.157 -1.474
H 1.202 1.316 -2.320
H -0.079 1.637 -3.504
H 1.753 1.291 -4.606
H 0.619 -0.027 -5.001
H 3.450 -0.357 -5.516
H 2.349 -1.760 -5.627
H 3.872 -1.690 -4.733

---

(5)
179
Properties=species:S:1:pos:R:3 method="wB97M-V/def2-TZVPD" total_charge=+6 e_homo_ha=-0.79474 homo_lumo_gap_ha=0.2723
As 0.467 0.161 0.189
F -1.256 0.312 -0.215
F 0.979 0.166 -1.509
F 2.132 0.070 0.827
F -0.094 -0.010 1.920
F 0.314 -1.616 0.129
F 0.563 1.932 0.249
C 5.201 3.902 3.918
C 4.225 2.732 3.667
C 5.090 1.429 3.466
C 4.272 0.162 3.467
C 3.836 0.037 4.933
C 2.870 1.128 5.327
N 3.480 2.468 4.905
O 3.067 3.513 5.594
C 2.622 1.060 6.852
C 1.551 0.888 4.527
C 3.357 3.078 2.431
H 4.683 4.832 4.155
H 5.891 4.219 3.138
H 5.800 3.770 4.821
H 5.858 1.293 4.228
H 5.653 1.447 2.532
H 4.952 -0.665 3.252
H 3.541 0.193 2.660
H 4.707 0.136 5.582
H 3.418 -0.960 5.075
H 3.462 1.473 7.409
H 2.456 0.022 7.139
H 1.713 1.613 7.087
H 1.011 -0.004 4.840
H 1.601 0.876 3.438
H 0.938 1.759 4.773
H 4.005 3.331 1.593
H 2.714 3.922 2.682
H 2.736 2.246 2.096
C -7.192 1.731 0.962
C -8.073 0.555 0.544
C -8.649 0.673 -0.895
C -7.473 0.706 -1.912
C -6.688 -0.602 -1.878
C -6.214 -1.144 -0.496
N -7.193 -0.722 0.628
O -7.372 -1.536 1.652
C -4.855 -0.543 -0.027
C -6.215 -2.642 -0.664
C -9.266 0.529 1.532
H -6.348 1.906 0.294
H -6.900 1.797 2.009
H -7.769 2.648 0.828
H -9.207 1.609 -0.917
H -9.377 -0.126 -1.034
H -6.805 1.556 -1.775
H -7.860 0.711 -2.931
H -5.831 -0.585 -2.553
H -7.250 -1.370 -2.411
H -4.579 -0.863 0.979
H -4.777 0.541 -0.084
H -4.002 -0.944 -0.577
H -5.389 -2.937 -1.313
H -7.184 -3.065 -0.919
H -5.824 -3.124 0.235
H -10.014 -0.252 1.376
H -9.897 1.405 1.385
H -9.064 0.341 2.586
C 2.332 -6.320 0.942
C 3.650 -5.706 1.439
N 4.026 -4.301 0.805
C 4.386 -4.600 -0.631
C 2.719 -3.419 0.658
C 2.100 -3.136 2.070
C 5.169 -3.690 1.613
C 5.879 -2.513 0.933
O 5.005 -1.501 0.476
C 5.535 -0.341 -0.166
H 2.131 -7.291 1.395
H 2.305 -6.554 -0.124
H 1.352 -5.843 0.986
H 4.570 -6.251 1.229
H 3.613 -5.560 2.518
H 4.513 -3.610 -1.065
H 3.622 -5.251 -1.049
H 5.335 -5.126 -0.526
H 1.989 -3.933 0.037
H 3.072 -2.457 0.293
H 2.762 -2.506 2.666
H 1.850 -4.039 2.627
H 1.230 -2.481 2.064
H 5.815 -4.554 1.764
H 4.685 -3.433 2.554
H 6.500 -2.896 0.120
H 6.608 -2.118 1.644
H 4.736 0.392 -0.276
H 6.054 -0.469 -1.117
H 6.292 0.029 0.528
C 3.369 -1.577 -3.032
N 3.372 -1.273 -4.525
C 2.939 -2.480 -5.324
C 2.505 -0.044 -4.710
C 4.766 -0.854 -5.030
C 5.561 -0.159 -3.938
O 5.061 1.045 -3.340
H 4.150 -2.309 -2.831
H 2.418 -2.073 -2.835
H 3.418 -0.685 -2.412
H 3.534 -3.352 -5.055
H 3.104 -2.169 -6.355
H 1.898 -2.772 -5.188
H 2.777 0.748 -4.015
H 1.449 -0.269 -4.560
H 2.625 0.242 -5.753
H 4.704 -0.372 -6.006
H 5.327 -1.729 -5.365
H 6.515 0.166 -4.356
H 5.765 -0.916 -3.180
H 5.777 1.398 -2.804
C -0.918 4.526 -3.608
N 0.318 4.401 -2.762
C 0.906 2.985 -2.964
C 1.414 5.397 -3.234
C -0.015 4.611 -1.228
C -0.835 5.859 -0.937
O 0.018 6.971 -1.107
H -1.627 3.793 -3.225
H -0.563 4.308 -4.614
H -1.321 5.529 -3.479
H 1.298 2.799 -3.962
H 0.236 2.249 -2.523
H 1.779 2.956 -2.310
H 2.140 5.363 -2.424
H 0.946 6.374 -3.327
H 1.755 4.952 -4.167
H 0.895 4.487 -0.642
H -0.523 3.660 -1.062
H -1.153 5.862 0.108
H -1.774 5.878 -1.493
H -0.459 7.805 -1.165
C -3.177 -2.241 -4.195
N -1.884 -2.945 -3.680
C -0.847 -1.898 -3.215
C -2.249 -3.727 -2.428
C -1.291 -3.773 -4.804
C -1.976 -5.133 -5.088
O -3.238 -5.066 -5.649
H -3.305 -1.396 -3.519
H -4.053 -2.885 -4.256
H -3.002 -1.824 -5.186
H -0.518 -1.418 -4.137
H -0.078 -2.478 -2.710
H -1.262 -1.052 -2.669
H -2.950 -4.530 -2.656
H -2.621 -3.067 -1.646
H -1.393 -4.279 -2.039
H -0.258 -3.986 -4.532
H -1.393 -3.201 -5.725
H -1.969 -5.793 -4.220
H -1.299 -5.623 -5.791
H -3.094 -5.017 -6.599
C -2.574 1.049 3.151
N -2.785 2.578 3.265
C -1.773 3.213 2.246
C -4.208 3.052 2.811
C -2.443 3.028 4.690
C -3.411 2.613 5.797
O -3.287 1.254 6.184
H -2.682 0.781 2.100
H -3.323 0.468 3.687
H -1.576 0.813 3.512
H -0.729 3.112 2.533
H -2.131 4.242 2.195
H -1.937 2.876 1.223
H -4.328 4.123 2.976
H -4.969 2.610 3.452
H -4.350 2.776 1.768
H -2.516 4.117 4.658
H -1.426 2.784 4.993
H -4.448 2.845 5.552
H -3.135 3.170 6.693
H -4.043 0.812 5.790

---

(6)
16
Properties=species:S:1:pos:R:3 method="wB97M-V/def2-TZVPD" e_homo_ha="-0.31513 / -0.31155" e_above_lowest_kj_mol=496.7 homo_lumo_gap_ha="0.2395 / 0.2713"
C 1.453 -0.844 1.133
C 1.043 0.235 -1.164
C 0.451 -0.468 1.842
C -0.196 0.813 -0.854
C 1.501 -0.966 -0.619
C -1.373 0.281 -0.373
N -2.400 1.108 0.047
O -2.195 2.347 0.128
O -3.505 0.607 0.353
Br -1.812 -1.488 -0.271
H 2.415 -1.142 1.541
H 1.942 0.795 -1.460
H -0.425 -0.176 2.343
H -0.333 1.961 -0.898
H 2.466 -1.260 -0.916
H 0.968 -1.802 -0.832

---

(7)
71
Properties=species:S:1:pos:R:3 method="wB97M-V/def2-TZVPD" total_charge=+1 e_homo_ha="-0.33190 / -0.32514" e_above_lowest_kj_mol=1005.7 homo_lumo_gap_ha="0.1518 / 0.1387"
La -0.031 1.050 -0.901
C -0.927 -1.896 3.046
C 0.372 -2.196 2.552
C 0.594 -0.678 4.264
C -0.789 -0.957 4.105
C 1.310 -1.428 3.293
C -2.193 -2.512 2.592
H -2.145 -2.786 1.530
H -3.034 -1.821 2.733
H -2.426 -3.429 3.157
C -1.877 -0.370 4.910
H -2.801 -0.949 4.793
H -2.086 0.669 4.607
H -1.605 -0.354 5.974
C 1.177 0.234 5.265
H 0.591 0.217 6.192
H 1.195 1.275 4.903
H 2.209 -0.055 5.502
C 2.778 -1.448 3.125
H 3.252 -2.173 3.806
H 3.208 -0.462 3.346
H 3.053 -1.728 2.101
C 0.698 -3.173 1.496
H 0.891 -4.173 1.920
H 1.600 -2.874 0.944
H -0.129 -3.275 0.780
C -1.046 1.855 -2.693
C -1.453 0.500 -2.646
C -0.942 -0.567 -3.601
C 0.589 -0.716 -3.585
C 1.175 -0.198 -2.276
C 1.853 0.990 -1.997
C 1.412 2.361 -2.453
C 0.210 2.338 -3.393
H -1.343 -0.415 -4.614
H 1.025 -0.245 -4.469
H -1.363 -1.539 -3.319
H 0.522 1.725 -4.250
H -1.716 2.669 -2.393
H -2.444 0.248 -2.234
H 0.043 3.366 -3.776
H 1.164 3.078 -1.622
H 2.919 0.932 -1.564
H 2.279 2.852 -2.925
H 0.817 -1.797 -3.595
H 1.426 -1.071 -1.645
P -4.689 -0.245 -1.318
C -6.101 0.251 -2.306
C -4.154 -1.984 -1.251
P 4.987 1.087 -0.883
C -4.027 0.644 -0.021
C 5.743 0.227 -2.328
C 4.868 2.729 -1.696
H -6.682 1.014 -1.756
H -6.718 -0.635 -2.532
H -5.676 0.670 -3.250
H -3.147 -2.088 -1.704
H -4.863 -2.592 -1.833
H -4.129 -2.323 -0.200
H 4.731 2.610 -2.791
H 5.857 3.179 -1.491
H 4.084 3.366 -1.260
H -3.588 0.176 0.899
H -3.973 1.747 -0.022
H 6.812 0.133 -2.090
H 5.636 0.839 -3.240
H 5.322 -0.778 -2.469
F -0.701 2.404 2.186
C 0.340 2.537 1.267
F 0.552 3.889 1.159
F 1.505 2.070 1.945

---

(8)
76
Properties=species:S:1:pos:R:3 method="wB97M-V/def2-TZVPD" total_charge=-2 e_homo_ha="0.09329 / -0.09156" homo_lumo_gap_ha="0.0619 / 0.2473" s2=15.76 multiplicity=8
Eu 0.002 0.300 0.062
N -0.726 1.525 2.714
N -2.368 0.695 -0.345
C 1.163 -1.488 -1.071
C 0.099 -2.163 -0.270
C 0.315 -1.834 1.164
C -0.506 -2.265 2.308
H -1.459 -2.684 1.975
H -0.708 -1.450 3.016
H 0.057 -3.055 2.824
C 1.506 -0.948 1.272
C 2.028 -0.357 2.511
H 2.785 -1.040 2.909
H 1.239 -0.223 3.261
H 2.500 0.616 2.345
C 2.051 -0.743 -0.124
C 3.218 0.065 -0.481
H 3.376 0.903 0.205
H 3.145 0.466 -1.499
H 4.087 -0.597 -0.428
C -0.994 -2.989 -0.810
H -0.979 -3.959 -0.302
H -0.844 -3.154 -1.878
H -1.999 -2.550 -0.670
C 1.344 -1.563 -2.528
H 1.545 -0.585 -2.991
H 0.465 -1.986 -3.019
H 2.202 -2.219 -2.720
C -0.630 2.485 3.629
H 0.322 2.572 4.151
C -1.699 3.341 3.937
H -1.579 4.104 4.708
C -2.897 3.185 3.236
H -3.753 3.828 3.445
C -2.988 2.203 2.267
H -3.897 2.054 1.683
C -1.865 1.395 2.016
C -2.005 0.374 1.013
H -2.258 -0.632 1.296
C -1.476 0.465 -1.403
C -3.581 1.111 -1.001
H -4.463 1.371 -0.441
C -3.333 1.095 -2.315
H -3.913 1.331 -3.169
N -2.020 0.686 -2.533
C -1.319 0.439 -3.753
C -1.501 -0.803 -4.377
C -0.825 -1.034 -5.593
H -0.947 -2.000 -6.090
C 0.003 -0.061 -6.166
C 0.705 -0.314 -7.483
H 1.788 -0.448 -7.343
H 0.570 0.530 -8.169
H 0.315 -1.212 -7.977
C 0.161 1.162 -5.502
H 0.807 1.932 -5.931
C -0.493 1.432 -4.286
C -0.280 2.742 -3.576
H -1.202 3.340 -3.513
H 0.481 3.349 -4.094
H 0.066 2.585 -2.543
C -2.371 -1.878 -3.782
H -3.381 -1.886 -4.220
H -2.496 -1.751 -2.699
H -1.938 -2.879 -3.960
C 3.451 4.549 1.357
N 2.660 3.456 2.007
C 3.006 3.182 3.433
C 1.800 2.725 1.328
N 1.122 2.047 0.776
H 4.151 5.009 2.060
H 2.753 5.309 0.989
H 4.017 4.116 0.523
H 2.425 2.326 3.783
H 4.069 2.930 3.527
H 2.774 4.055 4.057